Record 1
Here is a structure of composition C4H4ClNO2 at a distorted geometry from the Open Molecules 2025 dataset. Energies are from ωB97M-V/def2-TZVPD.

Each line ends with the natural charge from an NBO analysis.
CARTESIAN COORDINATES (ANGSTROEM)
C  -1.6760  -0.2282  0.2043  0.43
C  -0.2927  -0.6574  -0.1615  -0.37
C  0.4822  0.4408  -0.1608  0.26
C  1.8192  0.8715  0.1597  -0.41
H  -2.3608  -1.9461  -0.6603  0.49
H  0.0530  -1.7491  -0.3746  0.24
H  1.8087  1.2026  1.2710  0.26
H  2.4699  1.4610  -0.6023  0.27
N  -1.6744  1.0085  0.1740  -0.16
O  -2.8176  -1.0911  0.1894  -0.64
O  -0.3704  1.4514  -0.1425  -0.30
Cl  2.5589  -0.7638  0.1038  -0.06

Cartesian forces (eV/Å) of the 3 atoms listed first:
C 1.78 -4.70 -2.80
C 0.26 -4.28 0.44
C -3.16 0.50 -0.59

For the energy, the calculation gives -820.0760 Ha. Its frontier orbital gap is 9.753 eV. The HOMO energy comes out at -9.945 eV. The energy relative to the best compared isomer or geometry (same formula, charge and spin) comes out at 108.1 kcal/mol. As for the LUMO energy: -0.1924 eV.



Record 2
Here is a structure of composition C21H26N10O8S2Ti at a distorted geometry from the Open Molecules 2025 dataset. Energies are from ωB97M-V/def2-TZVPD.

Each line ends with the natural charge from an NBO analysis.
CARTESIAN COORDINATES (ANGSTROEM)
Ti  -0.2981  -0.0119  -2.1363  1.45
N  4.5671  -4.3766  0.2397  -0.79
C  4.0557  -3.1130  0.0203  0.19
C  4.9089  -2.0244  -0.1763  -0.28
C  4.3957  -0.7534  -0.3585  -0.15
C  3.0220  -0.5576  -0.3262  -0.35
C  2.1597  -1.6342  -0.1245  -0.20
C  2.6713  -2.9010  0.0374  -0.22
S  2.4055  1.0489  -0.5947  2.34
O  3.4997  1.9437  -0.8097  -0.92
O  1.4525  1.3823  0.4320  -0.96
N  1.5419  0.7810  -1.9926  -0.91
C  1.1666  1.7478  -2.8878  0.58
N  0.1911  1.2606  -3.7095  -0.52
C  -0.3168  2.0953  -4.6128  0.13
C  0.1413  3.3825  -4.7493  -0.35
C  1.1351  3.7778  -3.8593  0.14
N  1.6486  2.9895  -2.9303  -0.45
H  5.5199  -4.5463  -0.0307  0.39
H  3.9468  -5.1562  0.1089  0.39
H  5.9811  -2.1807  -0.1921  0.21
H  5.0504  0.0900  -0.5291  0.25
H  1.0820  -1.5086  -0.0661  0.25
H  1.9924  -3.7340  0.1745  0.22
H  -1.0995  1.6943  -5.2470  0.21
H  -0.2560  4.0486  -5.4991  0.24
H  1.5314  4.7881  -3.8896  0.20
N  -4.1139  0.7841  -3.1171  -0.63
N  -4.2048  -0.1667  -2.0685  -0.44
C  -3.2939  -1.1674  -1.9590  0.62
N  -3.5856  -2.2156  -1.1732  -0.80
N  -2.1922  -1.0491  -2.6652  -0.50
N  -1.0538  -1.8054  -2.2736  0.31
O  -1.0273  -2.8062  -1.4272  -0.62
O  -0.0391  -1.5788  -3.1795  -0.48
H  -3.3259  0.4977  -3.6936  0.37
H  -3.8516  1.6672  -2.6878  0.36
H  -5.1546  -0.3792  -1.8063  0.39
H  -4.3134  -2.1140  -0.4860  0.40
H  -2.7559  -2.7845  -0.9596  0.46
C  2.8473  -0.3205  3.3104  -0.64
C  1.3545  -0.1999  3.4576  0.03
C  0.4998  -1.0765  2.8030  -0.21
C  -0.8784  -0.9440  2.9022  -0.19
C  -1.4013  0.0751  3.6848  -0.33
C  -0.5650  0.9536  4.3727  -0.21
C  0.8040  0.8123  4.2484  -0.21
S  -3.1388  0.3071  3.7568  2.33
O  -3.7428  -0.8583  3.1800  -0.95
O  -3.4800  0.8091  5.0536  -0.93
N  -3.4442  1.5343  2.7239  -0.86
C  -3.1312  1.3332  1.3165  -0.22
C  -1.7285  1.8242  0.9203  -0.53
C  -1.3351  1.1090  -0.3197  0.84
O  -1.4065  1.6296  -1.4774  -0.68
O  -0.9844  -0.1196  -0.2528  -0.67
H  3.1258  -1.2693  2.8536  0.22
H  3.3450  -0.2412  4.2774  0.22
H  3.2318  0.4805  2.6748  0.24
H  0.9168  -1.8695  2.1923  0.22
H  -1.5438  -1.6161  2.3777  0.24
H  -0.9903  1.7258  5.0007  0.23
H  1.4626  1.4982  4.7689  0.22
H  -3.1740  2.4259  3.1214  0.40
H  -3.8868  1.8431  0.7188  0.21
H  -3.2275  0.2657  1.1172  0.23
H  -0.9939  1.5769  1.6872  0.27
H  -1.7196  2.8967  0.7353  0.23

Cartesian forces (eV/Å) of the 3 atoms listed first:
Ti -1.63 -3.02 0.18
N -0.02 0.09 0.05
C 0.03 -0.15 0.01

For the energy, the calculation gives -3611.1714 Ha. Its frontier orbital gap (spin up / spin down) is 7.163 / 7.168 eV. The HOMO energy (spin up / spin down) comes out at -7.599 / -7.601 eV. The energy relative to the best compared isomer or geometry (same formula, charge and spin) comes out at 12.1 kcal/mol. As for the LUMO energy (spin up / spin down): -0.4363 / -0.4332 eV.



Record 3
Here is a cluster of 10 separate species, C20H60O10 in total at a distorted geometry from the Open Molecules 2025 dataset. Energies are from ωB97M-V/def2-TZVPD.

Each line ends with the Mulliken charge.
CARTESIAN COORDINATES (ANGSTROEM)
C  1.9021  1.8566  -3.4473  -1.35
C  0.5062  2.4317  -3.4661  -0.12
O  0.0107  2.5219  -2.2020  -0.59
H  1.9745  0.9504  -3.0062  0.38
H  2.6799  2.3800  -2.9561  0.47
H  2.4476  1.7075  -4.5154  0.34
H  0.0053  1.7019  -4.2251  0.14
H  0.3524  3.4117  -3.7832  0.46
H  -0.2000  1.6264  -1.9301  0.24
C  -1.5562  -3.5059  2.5313  -1.23
C  -0.4035  -3.0938  3.4817  -0.73
O  0.2044  -2.0056  3.0853  -0.04
H  -2.3657  -2.9067  2.4472  0.30
H  -2.0085  -4.3011  2.9032  0.67
H  -1.1474  -3.6569  1.4737  0.13
H  0.2552  -3.8384  3.4191  0.50
H  -0.5075  -2.9882  4.4496  0.67
H  -0.5099  -1.4840  2.9256  -0.23
C  0.6726  0.3429  0.4478  -0.79
C  -0.1706  -0.6790  -0.3381  1.07
O  -0.6949  -0.0462  -1.5579  -0.02
H  0.1491  0.8504  1.3089  -0.04
H  1.2619  0.9042  -0.2625  0.42
H  1.3726  -0.3201  1.1348  -0.06
H  -0.9964  -0.9078  0.4595  -0.77
H  0.4873  -1.5488  -0.5955  0.44
H  -1.0866  -0.7945  -1.8380  -0.07
C  4.5118  -0.1722  -1.5020  -0.60
C  6.0029  -0.6309  -1.2400  -0.29
O  6.1286  -2.0333  -1.2053  -0.54
H  4.2986  -0.4419  -2.6331  0.29
H  4.2882  0.9217  -1.4180  0.30
H  3.7522  -0.4904  -0.7505  0.02
H  6.0226  -0.1156  -0.2328  0.09
H  6.8788  -0.1932  -1.7749  0.40
H  7.1123  -2.2979  -1.2609  0.33
C  1.8692  5.1441  1.3731  -1.05
C  1.1924  4.6639  -0.0149  -0.41
O  2.0568  3.7571  -0.7988  -0.58
H  2.7419  5.6754  0.9933  0.29
H  1.9935  4.2000  2.0356  0.24
H  1.2658  5.9132  1.8225  0.37
H  0.9576  5.5591  -0.5032  0.36
H  0.2808  4.1750  0.0022  0.37
H  1.5386  3.3842  -1.5320  0.40
C  -0.4751  0.2543  5.2297  -0.94
C  -1.4771  0.8879  4.2640  -0.35
O  -1.8528  -0.0002  3.3070  -0.54
H  -0.2349  0.8821  6.0403  0.47
H  0.4416  0.0071  4.7346  0.09
H  -0.9993  -0.7424  5.7042  0.13
H  -0.9817  1.8848  3.9739  0.21
H  -2.3539  0.9865  4.7503  0.48
H  -2.6090  0.5528  2.9178  0.56
C  -3.0961  1.3976  -4.2898  -0.68
C  -4.5926  1.1020  -4.0632  -0.63
O  -4.7027  -0.2479  -3.6664  -0.46
H  -2.7015  0.6351  -5.2138  0.25
H  -2.4965  1.1540  -3.2480  0.06
H  -2.5020  2.3005  -4.5498  0.42
H  -5.0031  1.5544  -4.9717  0.40
H  -5.0250  1.8269  -3.3973  0.35
H  -5.5797  -0.2543  -3.3960  0.27
C  -3.3977  -0.1062  0.3298  0.31
C  -4.5269  0.5483  1.0275  -0.80
O  -4.0466  0.8915  2.3328  -0.60
H  -3.7236  -0.2504  -0.7237  0.05
H  -3.0509  -1.1087  0.9541  -0.21
H  -2.4737  0.5178  0.2661  0.00
H  -5.3527  -0.1419  1.0999  0.34
H  -4.7467  1.4241  0.5615  0.49
H  -4.9102  1.4169  2.7586  0.33
C  -1.9303  -3.4695  -1.5056  0.18
C  -2.6348  -3.1432  -2.7759  -0.62
O  -2.1493  -1.8811  -3.1552  -0.54
H  -1.7479  -2.6854  -0.8897  -0.66
H  -0.8555  -3.7365  -1.7504  0.24
H  -2.4839  -4.4057  -1.1636  0.35
H  -3.6877  -3.0169  -2.6528  0.30
H  -2.7738  -3.8029  -3.6131  0.43
H  -2.7395  -1.3302  -3.5249  0.16
C  5.1525  -1.4822  2.1196  -1.49
C  3.7824  -2.0780  2.3973  0.14
O  3.0646  -1.2091  3.1868  -0.54
H  5.6426  -1.2599  2.9150  0.64
H  5.2276  -0.5060  1.6320  0.22
H  5.7088  -2.0898  1.4080  0.35
H  3.7393  -3.1809  2.6280  0.31
H  3.4333  -2.1821  1.3577  0.05
H  2.1941  -1.5403  3.3498  0.29

Cartesian forces (eV/Å) of the 3 atoms listed first:
C 2.25 2.02 -4.28
C 0.63 -2.46 -2.41
O -1.31 -0.36 1.51

For the energy, the calculation gives -1549.9454 Ha. As for the SMILES: CCO.CCO.CCO.CCO.CCO.CCO.CCO.CCO.CCO.CCO. Its frontier orbital gap is 9.285 eV. The HOMO energy comes out at -9.194 eV. The energy relative to the best compared isomer or geometry (same formula, charge and spin) comes out at 245.3 kcal/mol. As for the LUMO energy: 0.0910 eV.



Record 4
Here is a structure of composition C20H50AlCl7O10 at a distorted geometry from the Open Molecules 2025 dataset. Energies are from ωB97M-V/def2-TZVPD.

Each line ends with the Mulliken charge.
CARTESIAN COORDINATES (ANGSTROEM)
Al  -0.0683  0.6640  0.4868  1.19
Cl  -0.9451  -1.7047  -2.0460  -0.70
Cl  -3.5135  0.7666  -0.5769  -0.66
Cl  -2.1024  -2.0939  1.8497  -0.67
Cl  0.5063  -0.1946  3.8041  -0.65
Cl  -1.6940  3.2405  2.1091  -0.66
Cl  0.1426  3.3224  -2.1179  -0.82
Cl  2.3011  3.1711  1.3566  -0.74
C  3.0615  0.7180  -2.3067  -0.80
O  2.5589  0.1891  -1.0341  -0.15
C  3.5213  -0.6081  -0.4177  -0.53
C  3.0140  -1.1746  0.9053  -0.95
O  1.7981  -1.8342  0.7064  -0.17
C  1.8934  -3.0742  -0.0547  -0.90
H  3.6802  1.5925  -2.1054  0.26
H  2.1514  0.9462  -2.8614  0.13
H  3.6141  0.0318  -2.9486  0.38
H  4.3209  0.0627  -0.1033  0.39
H  3.9250  -1.4117  -1.0336  0.37
H  2.8608  -0.3590  1.6120  0.38
H  3.7429  -1.9070  1.2523  0.38
H  2.1835  -3.2392  -1.0923  0.20
H  0.8896  -3.4991  -0.0645  0.35
H  2.4749  -3.8149  0.4943  0.44
C  -5.8819  3.0374  -7.3867  -0.66
O  -5.8891  3.9862  -6.3825  -0.41
C  -4.7893  3.8667  -5.4023  -0.44
C  -4.7035  2.5562  -4.5261  -0.55
O  -4.0246  1.4564  -5.1355  -0.34
C  -2.6170  1.5194  -4.6617  -0.40
H  -6.2318  2.0458  -7.0996  0.24
H  -4.9493  3.1054  -7.9469  0.29
H  -6.6200  3.4532  -8.0726  0.25
H  -4.8369  4.7708  -4.7953  0.32
H  -3.9186  4.0129  -6.0414  0.35
H  -5.7371  2.2154  -4.4659  0.41
H  -4.4298  2.7361  -3.4865  0.42
H  -2.1654  0.5333  -4.7704  -0.14
H  -2.5449  1.5889  -3.5763  0.38
H  -2.0475  2.2887  -5.1832  0.26
C  1.7180  -3.5317  3.2258  -0.75
O  1.0037  -4.0947  4.3777  -0.22
C  1.7765  -5.0242  5.1909  -0.67
C  0.9152  -5.3747  6.4252  -0.40
O  0.3070  -4.2078  6.9621  -0.20
C  0.2486  -4.3760  8.4437  -0.80
H  2.5950  -2.9584  3.5263  0.29
H  0.9427  -3.0270  2.6493  0.26
H  2.0315  -4.3638  2.5954  0.33
H  2.6420  -4.4204  5.4640  0.31
H  2.2195  -5.8297  4.6052  0.36
H  1.7215  -5.6923  7.0864  0.34
H  0.2086  -6.1814  6.2303  0.26
H  -0.4392  -3.5513  8.6307  0.26
H  1.1537  -4.0616  8.9634  0.30
H  -0.2098  -5.3158  8.7514  0.30
C  -2.3791  4.0406  6.5981  -0.89
O  -1.2990  3.9956  5.8069  -0.29
C  -0.4798  2.9013  5.8541  -0.61
C  0.8663  3.2800  5.1616  -0.18
O  1.5615  4.4300  5.7098  -0.35
C  2.9651  4.2985  5.7170  -0.79
H  -2.7594  3.0245  6.7029  0.37
H  -3.2143  4.6769  6.3053  0.25
H  -2.1380  4.2865  7.6322  0.33
H  -0.9418  2.2245  5.1353  0.32
H  -0.4753  2.4138  6.8290  0.41
H  0.7874  3.5898  4.1195  0.18
H  1.5274  2.4234  5.2927  0.34
H  3.3013  3.2694  5.8440  0.32
H  3.5264  5.0715  6.2419  0.28
H  3.4419  4.4196  4.7443  0.32
C  -1.4481  -0.2171  -7.3366  -0.53
O  -0.8918  -1.4702  -7.0096  -0.36
C  0.5065  -1.3893  -6.7145  -0.57
C  0.8002  -0.8396  -5.3374  -0.20
O  2.1324  -1.1294  -4.8828  -0.41
C  2.1528  -2.2821  -4.1398  -0.55
H  -1.2221  0.6325  -6.6923  0.23
H  -2.5041  -0.4860  -7.3124  0.17
H  -1.1895  0.1304  -8.3369  0.33
H  1.1741  -1.0453  -7.5045  0.26
H  0.8372  -2.4274  -6.6805  0.33
H  0.1276  -1.1264  -4.5291  0.22
H  0.7534  0.2476  -5.3991  0.30
H  2.1238  -2.0798  -3.0691  -0.07
H  3.1217  -2.7154  -4.3880  0.38
H  1.4706  -3.1004  -4.3699  0.43

Cartesian forces (eV/Å) of the 3 atoms listed first:
Al -1.59 0.66 0.71
Cl 0.68 0.28 0.02
Cl 0.47 0.18 -0.08

For the energy, the calculation gives -5007.6058 Ha. Its frontier orbital gap is 3.751 eV. The HOMO energy comes out at 2.102 eV. As for the LUMO energy: 5.8527 eV. The charge is -4.